C20H41IrN2OP3 | wB97M-V/def2-TZVPD

The geometry in XYZ format:
```
68
Properties=species:S:1:pos:R:3:forces:R:3
Ir -0.4039 -1.5405 0.4785 2.3997 2.7400 -0.0253
P 0.0956 -0.2822 2.3870 -0.2322 0.7719 2.1371
P -1.8285 -2.9847 1.2329 -0.1915 -1.1907 0.5343
P 2.0856 2.2195 -0.2806 -0.8628 -2.4680 -2.0686
H -3.0176 -0.7759 0.3184 0.8204 0.5742 -0.3759
C -2.0841 -0.4218 -0.1691 -0.5120 0.8693 -1.6924
C -1.4666 -1.1929 -1.2092 -1.4775 1.4912 -2.1321
H -1.8079 -2.1679 -1.5971 -0.0257 0.6236 0.3733
C -1.1252 0.9657 2.9671 -0.1296 -0.0225 -0.1460
C 0.0769 -1.5187 3.7505 -0.1686 -0.0951 -0.0589
C 1.6156 0.5454 2.9541 0.7839 0.2611 -0.3316
C -2.7173 -3.8343 -0.0058 -0.6460 -0.7334 -0.0684
C -0.5665 -4.0891 1.8444 -0.3591 -1.0118 0.9390
C -3.0288 -2.3021 2.3667 -0.4302 -0.2232 0.6002
C 2.5425 2.8738 -1.8898 0.1786 0.3555 0.7862
C 3.4887 1.3790 0.4269 0.3187 0.6027 0.5320
C 1.1046 3.3700 0.6695 0.1690 0.3950 0.2217
H -1.9165 0.6785 -0.2884 -0.5235 -1.0533 0.4871
H -1.0340 -0.5728 -2.0102 0.2939 -0.4677 0.4323
H -0.8789 1.2286 4.0098 -0.0701 -0.1532 -0.3552
H -2.1473 0.5695 2.9395 0.2292 0.1282 -0.0023
H -1.0874 1.8906 2.3705 -0.0001 -0.3830 0.1118
H 0.2147 -0.9936 4.7026 -0.0828 -0.0968 -0.1601
H 0.9044 -2.2212 3.6184 -0.0554 0.0832 0.1129
H -0.8569 -2.0817 3.7847 0.3159 0.1063 0.0991
H 1.6526 0.5671 4.0464 -0.2910 -0.1377 -0.0714
H 1.7112 1.5820 2.6421 -0.1880 -0.0767 -0.1353
H 2.5197 0.0367 2.6341 0.1120 -0.1757 -0.0026
H -3.4958 -4.3227 0.5710 -0.3449 -0.6306 -0.3722
H -2.0474 -4.5513 -0.4616 -0.0865 -0.3108 -0.2208
H -3.1805 -3.2281 -0.7687 -0.2527 0.2309 -0.0262
H -0.9943 -4.4953 2.7578 0.5263 -0.7609 0.2613
H 0.4063 -3.6323 2.0503 -0.4129 -0.0375 0.1056
H -0.4120 -4.8475 1.0760 -0.0999 -0.2259 0.2478
H -3.9020 -2.9417 2.2181 -0.1722 0.1032 0.4437
H -3.3312 -1.2684 2.1739 0.2082 -0.2830 -0.0797
H -2.6698 -2.3625 3.3916 -0.3245 -0.1480 0.0663
H 3.5207 3.2885 -1.6341 0.0660 0.5096 -1.0830
H 1.7745 3.6125 -2.1604 0.7431 -0.0242 -0.1653
H 2.5733 2.0312 -2.6069 0.2520 0.6428 0.4091
H 4.2647 1.5719 -0.3316 0.2484 -0.1961 0.7383
H 3.3349 0.2826 0.5460 -0.0095 1.0697 -0.0771
H 3.6523 1.9004 1.3844 0.8456 -0.5617 -0.3032
H 1.4344 4.3431 0.2620 -0.2559 -0.1135 0.5214
H 1.3738 3.2870 1.7322 -0.2265 0.3616 -0.3634
H 0.0129 3.2717 0.5302 0.6826 -0.1587 0.0097
C -0.8562 2.3978 -2.6887 1.2981 -0.5163 0.4173
C -1.6613 3.5107 -2.1948 0.8493 -1.6698 1.2548
C -2.2190 4.3947 -3.1131 -0.3564 1.3074 -1.4833
C -2.0535 4.1856 -4.4964 -0.0283 0.0583 -0.0745
C -1.4138 3.0189 -4.9786 -1.7967 1.2352 -1.2414
C -0.9885 2.0480 -4.0936 1.7514 -1.0310 1.5994
O 0.0699 1.8475 -2.0204 -2.7775 0.8196 -1.0654
H 1.4394 1.1193 -0.8522 -0.4847 -0.0632 1.2927
H -1.7697 3.6086 -1.1030 -0.0249 0.2028 -0.6601
H -2.6943 5.3189 -2.7538 0.0100 -0.4656 -0.2188
H -2.4243 4.9299 -5.2002 0.0615 -0.1694 0.1328
H -1.3556 2.8039 -6.0515 0.1175 0.3974 0.2546
H -0.4412 1.1446 -4.4006 -0.6000 0.3027 -0.0725
N 2.3812 -2.1692 0.1067 0.0289 -0.4548 -0.4808
C 3.3185 -2.7913 -0.6124 0.2736 -0.1927 -0.6055
C 2.8135 -2.9876 -1.9041 -0.4566 0.0647 -0.2617
C 1.5032 -2.4495 -1.9028 0.8352 0.0726 1.9027
N 1.2589 -1.9788 -0.6072 0.2143 -0.2501 -1.9202
H 2.3887 -1.9006 1.0813 0.1613 -0.2312 -0.1432
H 4.2683 -3.0374 -0.1533 -0.0439 -0.0434 -0.2577
H 3.3075 -3.4929 -2.7560 -0.3197 0.5180 0.8084
H 0.7689 -2.3872 -2.7297 0.5257 -0.0716 0.9690
```
Forces are in eV/Å.

Values from the calculation:
⟨S²⟩	8.78
lowest unoccupied orbital energy (spin up / spin down)	-11.9 / -16.2	eV
2S+1	6
E	-57090.8576	eV
total charge	+4
HOMO energy (spin up / spin down)	-17.541 / -20.600	eV
frontier orbital gap (spin up / spin down)	5.7 / 4.4	eV
relative energy (zero: lowest compared OMol25 entry of this formula, charge and spin)	68.6	kcal/mol

=====

C20H41IrN3O6P2S | wB97M-V/def2-TZVPD

The geometry in XYZ format:
```
74
Properties=species:S:1:pos:R:3:forces:R:3
Ir -0.7025 -0.8495 -0.6923 -0.1134 0.3506 -0.5454
C 4.0705 -1.0050 -2.9788 -0.0123 -0.0240 0.0036
C 4.2750 0.1314 -2.0101 0.0817 0.0225 -0.0025
C 3.6110 1.4282 -2.4053 -0.0203 0.0071 0.0143
O 3.8100 -0.3000 -0.6529 -0.0417 0.0188 -0.1139
P 2.4096 -0.3969 -0.0336 0.0913 0.0138 0.0557
O 1.3248 -0.7078 -1.0830 0.1880 -0.1702 0.1399
C 2.0024 1.1650 0.7655 0.0139 -0.0325 -0.0233
P 0.3081 1.2891 1.3483 -0.0510 -0.0720 -0.1613
O -0.6024 1.1031 0.1199 0.0263 -0.0239 0.3159
O -0.0049 0.1218 2.3221 -0.0322 -0.0075 0.0427
C 0.2638 0.0722 3.8011 -0.0049 0.0255 0.0404
C 1.7229 0.3224 4.0904 0.0058 0.0149 0.0320
C -0.2289 -1.2775 4.2547 0.0091 -0.0027 -0.0097
O 0.2161 2.6691 2.0079 0.0205 0.0603 -0.0323
C -0.9266 3.6219 2.1914 0.0054 0.1346 0.0549
C -2.0639 2.9400 2.9067 -0.0182 -0.0374 -0.0032
C -1.2901 4.2176 0.8536 -0.0108 -0.0177 0.0062
O 2.4731 -1.3890 1.1454 -0.2211 -0.0005 -0.0294
C 2.5549 -2.8778 1.1463 0.1219 -0.0950 0.1001
C 1.1970 -3.4557 0.8184 0.0095 -0.0062 -0.0862
C 3.6635 -3.3583 0.2438 0.0080 0.0202 -0.0161
H 4.4901 -0.7217 -3.9439 0.0151 -0.0138 -0.0087
H 3.0117 -1.2270 -3.1169 -0.0216 0.0244 -0.0040
H 4.5850 -1.9028 -2.6414 0.0138 -0.0030 -0.0043
H 5.3370 0.2957 -1.8328 -0.0619 -0.0275 0.0220
H 2.5310 1.3031 -2.5194 -0.0271 -0.0260 -0.0197
H 4.0115 1.7448 -3.3678 0.0107 0.0124 0.0017
H 3.8202 2.2203 -1.6866 0.0154 0.0147 0.0074
H 2.1272 1.9546 0.0202 0.0710 0.0306 0.0162
H 2.7128 1.3355 1.5758 -0.0055 0.0261 0.0265
H -0.3488 0.8674 4.2251 -0.0316 -0.0254 -0.0592
H 2.3586 -0.3969 3.5750 -0.0022 -0.0380 -0.0030
H 1.8821 0.2082 5.1629 0.0188 0.0001 -0.0016
H 2.0273 1.3376 3.8331 -0.0100 0.0274 -0.0023
H 0.4385 -2.0712 3.9178 0.0141 -0.0120 -0.0294
H -1.2361 -1.4712 3.8890 -0.0251 0.0186 0.0160
H -0.2560 -1.2991 5.3436 0.0210 -0.0102 0.0048
H -0.4745 4.3823 2.8261 0.0199 -0.0700 -0.0106
H -2.4613 2.1073 2.3215 -0.0107 0.0008 -0.0254
H -2.8673 3.6623 3.0511 -0.0080 -0.0031 0.0070
H -1.7668 2.5829 3.8908 0.0118 0.0032 0.0120
H -1.7812 3.4830 0.2146 -0.0105 -0.0213 -0.0081
H -0.4087 4.6110 0.3502 0.0249 0.0246 -0.0067
H -1.9772 5.0467 1.0220 -0.0092 0.0018 -0.0124
H 2.8008 -3.0808 2.1883 0.0088 0.0511 -0.0421
H 0.9712 -3.3482 -0.2472 -0.0070 0.0228 0.0332
H 0.4163 -2.9954 1.4270 -0.0180 0.0235 0.0148
H 1.2062 -4.5240 1.0362 0.0061 -0.0021 0.0158
H 3.4168 -3.2040 -0.8084 -0.0157 -0.0010 -0.0120
H 3.8029 -4.4273 0.4021 -0.0026 -0.0165 -0.0110
H 4.6032 -2.8582 0.4689 0.0126 -0.0053 0.0197
C -1.0296 3.0306 -4.2127 -0.0440 -0.0337 -0.0271
N -2.2217 2.3265 -3.7185 0.0388 -0.0071 0.0075
C -3.4961 2.7937 -3.8035 -0.0230 -0.0476 -0.0135
C -4.3214 1.8441 -3.2638 0.0224 0.0166 0.0071
N -3.5176 0.8337 -2.8418 0.0086 0.0156 0.0886
C -2.2233 1.1145 -3.1197 -0.1174 -0.0660 -0.1438
S -0.8592 0.1176 -2.9184 0.0677 -0.0349 0.3277
H -1.3105 4.0593 -4.4170 0.0298 -0.0051 -0.0115
H -0.6847 2.5521 -5.1270 0.0295 0.0143 0.0042
H -0.2566 3.0026 -3.4501 0.0111 0.0231 -0.0220
H -3.7310 3.7491 -4.2406 -0.0071 0.0275 -0.0008
H -5.3927 1.8229 -3.1666 -0.0305 0.0017 0.0071
H -3.8313 -0.0383 -2.4416 0.0040 0.0061 0.0085
C -4.9273 -4.2846 -0.8307 -0.0205 -0.0362 0.0195
C -4.1334 -3.8036 0.3912 0.1059 0.0793 0.0219
C -3.0689 -2.8742 0.0291 0.1343 -0.0436 -0.0557
N -2.2241 -2.1583 -0.2834 -0.2570 -0.1217 0.1280
H -5.7450 -4.9083 -0.4772 0.0061 -0.0093 -0.0253
H -4.3046 -4.8787 -1.4953 0.0077 0.0048 -0.0153
H -5.3521 -3.4497 -1.3844 -0.0223 0.0059 0.0057
H -3.6556 -4.6356 0.9156 0.0006 -0.0023 -0.0087
H -4.7693 -3.2944 1.1201 0.0026 0.0269 -0.0213
```
Forces are in eV/Å.

Values from the calculation:
⟨S²⟩	6.03
lowest unoccupied orbital energy (spin up / spin down)	-7.5 / -11.9	eV
2S+1	5
E	-70391.0697	eV
total charge	+3
HOMO energy (spin up / spin down)	-17.310 / -17.935	eV
frontier orbital gap (spin up / spin down)	9.8 / 6.0	eV
relative energy (zero: lowest compared OMol25 entry of this formula, charge and spin)	6.3	kcal/mol

=====

C20H41NO3 | wB97M-V/def2-TZVPD

The geometry in XYZ format:
```
65
Properties=species:S:1:pos:R:3:forces:R:3
C 1.1351 2.3939 1.5894 0.3002 0.0529 -0.1335
C 2.5816 2.0425 2.0115 -0.3690 -0.3485 -0.5058
C 3.2398 0.9752 1.1135 0.2364 -0.1208 0.2625
C 4.1766 1.5430 0.0424 -0.2372 0.2483 0.0402
C 3.6076 2.6955 -0.8145 0.2105 -0.3400 -0.2506
C 3.1598 2.2894 -2.2430 -0.4247 0.5512 0.5173
C 1.6262 2.3000 -2.4119 0.4648 -0.5797 -0.5474
C 1.0463 0.9123 -2.1467 -0.1742 0.2110 0.4263
C -0.4823 0.8905 -2.0199 0.4626 -0.0446 -0.4845
C -0.9586 -0.3704 -1.2969 0.1087 0.1577 0.3783
O -2.2304 -0.2621 -0.6957 0.0283 -0.0983 -0.1593
C -2.3088 0.7285 0.3115 -0.3497 0.4029 -0.2079
C -3.5249 0.4444 1.1700 -0.0300 -0.5894 -0.0124
C -3.4649 -0.9165 1.8697 0.1978 0.0603 -0.0372
C -2.2798 -1.0697 2.7981 0.0534 0.0462 -0.2753
O -2.3721 -0.1655 3.8767 -0.0358 -0.0715 0.0751
C -1.2308 -0.2385 4.6994 -0.0849 -0.2159 -0.0571
C -0.8696 -1.5869 -2.2344 0.8461 -1.2825 -1.1145
N -1.3742 -2.7707 -1.5782 -1.1778 1.6146 1.9145
C -0.6585 -3.4188 -0.7572 0.3455 -0.6536 -0.6973
C -1.1155 -3.6645 0.6545 -0.0862 -1.3368 -0.2968
C 0.6981 -4.0074 -1.1145 0.5695 1.2663 0.4343
O -1.4329 -1.3754 -3.4994 -0.1510 -0.1898 0.0190
C -2.8397 -1.1676 -3.4880 -0.1893 0.4253 0.1053
H 0.4340 2.1807 2.3957 -0.1122 0.0790 -0.0621
H 0.8372 1.8136 0.7133 -0.0695 -0.0569 0.0502
H 1.0360 3.4413 1.3019 -0.0823 0.0386 0.1383
H 3.2063 2.9360 1.9811 0.0149 0.0111 0.3145
H 2.5438 1.6465 3.0255 0.1848 0.2219 0.1023
H 3.8417 0.3250 1.7552 0.0147 -0.0784 -0.0871
H 2.4721 0.3259 0.6833 -0.0367 0.0679 -0.0590
H 5.0725 1.8970 0.5590 -0.0082 0.0204 0.0114
H 4.5106 0.7493 -0.6301 0.0310 -0.0772 0.0907
H 4.3847 3.4576 -0.8897 -0.0458 0.0478 -0.0686
H 2.7587 3.1761 -0.3268 0.0932 0.0187 0.1692
H 3.5254 1.2859 -2.4679 0.1558 0.0916 -0.2175
H 3.5889 3.0048 -2.9449 0.1143 -0.1796 -0.1224
H 1.1819 3.0408 -1.7443 -0.0740 0.0377 -0.0711
H 1.4014 2.5718 -3.4468 -0.2136 0.1757 0.0871
H 1.3569 0.2265 -2.9382 0.0854 0.0333 -0.0078
H 1.4989 0.5401 -1.2198 -0.0622 -0.0703 0.0121
H -0.8713 0.9285 -3.0394 -0.3340 -0.0021 0.1156
H -0.8126 1.7966 -1.5115 -0.0289 -0.0989 0.1786
H -0.2234 -0.5592 -0.4924 -0.0570 -0.0932 0.0420
H -1.3804 0.7798 0.8932 0.0137 -0.1094 0.0107
H -2.4569 1.7110 -0.1529 0.1434 0.0595 0.0665
H -3.6649 1.2401 1.9020 0.0050 0.0783 -0.0686
H -4.3849 0.4100 0.4969 -0.0798 0.2559 0.0769
H -3.3735 -1.6910 1.1049 -0.0659 -0.0061 -0.0037
H -4.3916 -1.0966 2.4179 0.0195 0.0028 0.0464
H -1.3514 -0.8647 2.2417 0.0271 -0.0457 0.0205
H -2.2056 -2.1099 3.1456 -0.0533 0.0626 0.2086
H -1.0607 -1.2712 5.0286 0.0196 0.0141 0.0522
H -0.3357 0.0915 4.1574 0.0160 0.0880 0.0642
H -1.4019 0.3818 5.5756 0.0425 0.0979 -0.0524
H 0.2075 -1.7286 -2.4212 0.0100 0.3305 -0.2568
H -0.6394 -4.5577 1.0665 -0.0163 0.0215 0.0903
H -2.1923 -3.8134 0.7049 -0.0495 0.3891 0.0689
H -0.7811 -2.8227 1.2624 -0.2075 0.1422 -0.0880
H 0.8795 -4.9334 -0.5748 -0.1312 -0.1399 -0.1723
H 0.8124 -4.1147 -2.1892 -0.0764 -0.1607 -0.0063
H 1.4831 -3.3149 -0.7798 0.1051 -0.1273 0.0022
H -3.3226 -1.6886 -2.6632 0.0451 -0.1662 -0.0700
H -3.0615 -0.1010 -3.3734 0.0147 0.0011 0.0145
H -3.2500 -1.4923 -4.4422 0.1342 -0.1402 -0.0136
```
Forces are in eV/Å.

Values from the calculation:
lowest unoccupied orbital energy	0.6	eV
structure (SMILES)	CCCCCCCCC[C@@H](OCCCCOC)[C@@H](N=C(C)C)OC
2S+1	1
E	-29035.1307	eV
total charge	0
HOMO energy	-8.026	eV
frontier orbital gap	8.7	eV

=====

- What is the total charge in the second record?
  +3

=====

- Among the records above, which one has the lowest total charge?
  C20H41NO3